A structure of composition C28H48BrN3P2PdS at a distorted geometry, computed with wB97M-V/def2-TZVPD.

Geometry as XYZ:
```
84
Properties=species:S:1:pos:R:3:forces:R:3
N -1.122 -10.145 1.338 -0.2430 -1.2364 0.3119
C -1.652 -9.312 2.234 0.0931 1.5228 -0.3011
C -1.664 -7.932 1.971 -0.2871 -1.0954 0.8096
C -1.150 -7.453 0.742 -0.4068 0.9281 -0.1804
C -0.585 -8.391 -0.140 0.3438 -0.8888 -0.7457
C -0.582 -9.744 0.196 0.4328 1.2353 -0.8888
C -1.181 -6.045 0.434 -0.3846 -3.0853 2.3619
Pd -1.657 -0.111 -2.452 0.3646 -0.0207 1.3556
P -1.792 2.083 -3.331 1.0309 2.5787 -0.5929
C -0.782 -5.502 -0.728 0.6672 -0.0764 -0.0584
C -0.481 -4.125 -0.742 0.0579 1.0349 0.7457
C -0.552 -3.497 -1.950 -0.8888 0.1252 -1.4566
C -0.865 -2.166 -2.010 1.1909 0.1858 0.7248
C -0.779 -1.352 -0.868 -1.4540 -0.2834 -1.5088
C -0.688 -1.930 0.381 0.9131 -1.5022 0.1629
C -0.436 -3.316 0.406 -0.5253 0.7301 0.7243
Br 0.269 1.701 -0.469 0.4353 -1.4986 -0.6431
H -1.496 -5.469 1.287 -0.0124 0.4929 -0.0225
H -0.778 -6.117 -1.612 0.3343 0.1190 -0.3399
H -2.084 -7.262 2.707 -0.0944 0.1617 -0.0125
H -0.160 -8.036 -1.075 -0.0346 -0.3587 0.0827
H -2.086 -9.729 3.154 0.3145 0.1283 -0.5111
H -0.140 -10.470 -0.512 -0.3704 0.2175 0.7524
H -0.564 -4.136 -2.797 -0.1790 -0.1993 -0.9800
H -0.283 -3.779 1.359 -0.1062 -0.1596 0.4338
H -1.223 -1.787 -2.997 0.4849 -0.6078 -0.5077
H -0.869 -1.395 1.322 0.5486 -0.4222 -0.5800
P 1.704 -0.150 -1.248 2.7603 2.2699 0.0098
C -3.075 1.775 -2.069 -0.7011 -1.5382 -0.0906
C -4.534 1.970 -2.476 0.0782 0.2047 -0.0068
H -2.817 2.279 -1.125 0.1681 -0.1644 -0.5651
H -3.186 0.582 -1.848 0.2037 1.4128 0.2942
H -5.148 1.685 -1.620 -0.1476 0.1224 -0.1605
H -4.690 3.010 -2.733 -0.3430 0.1400 -0.1307
H -4.769 1.316 -3.315 -0.1827 0.1935 -0.0364
C -1.261 1.021 -4.719 -0.1709 -0.9976 0.1621
C -0.985 1.650 -6.082 -0.1975 0.2096 -0.1477
H -2.015 0.223 -4.797 -0.0901 0.0924 -0.3806
H -0.356 0.509 -4.327 -0.1985 0.3114 -0.5697
H -0.716 0.851 -6.780 -0.0411 0.1387 0.1151
H -1.883 2.145 -6.458 0.1621 0.0029 -0.0333
H -0.159 2.362 -6.043 -0.1211 -0.0469 -0.0140
C -0.646 3.552 -3.191 0.5942 -0.0832 0.1933
C -1.183 4.921 -2.733 -0.2845 0.1069 -0.0531
H -0.160 3.693 -4.175 -0.3963 -0.4627 0.2909
H 0.158 3.246 -2.497 -0.3730 0.0243 -0.4458
H -0.394 5.475 -2.204 -0.2242 -0.2826 -0.1801
H -1.478 5.537 -3.592 -0.0911 -0.2545 0.2844
H -2.037 4.822 -2.059 0.0305 0.1375 -0.0179
C 3.019 0.930 -0.509 -0.5993 0.4846 0.1338
C 4.419 0.586 -0.915 0.6808 -0.3181 0.0753
H 2.900 0.845 0.580 -0.0773 0.1254 -0.1732
H 2.797 1.977 -0.766 -0.0299 -0.4780 0.0033
H 4.849 -0.133 -0.215 0.1879 -0.0243 -0.2736
H 4.465 0.190 -1.929 0.3317 -0.0068 0.0276
H 5.025 1.494 -0.875 0.0330 -0.2035 -0.0499
C 2.058 -0.107 -3.065 -1.3656 0.4898 -0.1746
C 2.145 -1.459 -3.753 0.0558 -0.4972 -0.2377
H 2.972 0.485 -3.193 -0.1804 -0.0302 0.2561
H 1.246 0.475 -3.516 0.3256 0.0838 0.0192
H 3.057 -2.009 -3.501 -0.1783 0.1507 -0.0312
H 1.285 -2.101 -3.528 0.2102 0.1470 -0.0547
H 2.159 -1.312 -4.840 0.0323 0.0555 0.2309
C 2.361 -1.781 -0.746 -1.5615 -0.6553 0.8152
C 2.619 -1.868 0.751 0.2834 -0.2474 0.3269
H 3.280 -1.923 -1.331 -0.2481 0.4541 -0.0923
H 1.623 -2.528 -1.065 0.4599 0.0417 0.0016
H 2.547 -2.911 1.070 0.0496 0.1547 0.0064
H 3.624 -1.520 1.009 -0.2362 -0.0101 -0.0236
H 1.894 -1.293 1.335 0.0624 -0.1034 -0.0127
C -0.208 1.644 3.910 0.5311 0.3740 0.6920
N -0.535 1.105 2.599 -1.7655 -0.8556 -0.9663
C -1.629 1.497 1.893 1.1538 1.7788 2.4636
S -2.406 0.452 0.786 -0.7871 0.3025 0.4633
N -2.074 2.757 2.130 -0.1283 -1.2594 -1.7656
C -1.222 3.914 2.438 -0.0746 0.6194 0.6439
H -1.108 2.040 4.405 0.3056 -0.2433 -0.1982
H 0.544 2.445 3.821 -0.2810 -0.3186 0.1727
H 0.212 0.840 4.524 -0.1200 0.2178 -0.1740
H -0.260 0.139 2.412 0.0700 0.6311 0.1136
H -2.970 2.960 1.676 0.4072 -0.0288 0.3928
H -1.714 4.807 2.027 0.1889 -0.3380 0.1177
H -1.152 4.045 3.529 0.0794 0.1223 -0.4939
H -0.210 3.824 2.009 -0.4753 -0.1776 0.1121
```
Positions in Å, forces in eV/Å.

<S²> ... 6.084
Calculated total energy ... -137171.95369 eV
Charge ... +4
Energy above the lowest of the compared OMol25 structures with the same formula, charge and spin ... 149.4 kcal per mole
Frontier orbital gap (alpha / beta) ... 5.296 / 4.789 eV
Multiplicity ... 5
HOMO energy (alpha / beta) ... -18.37 / -18.56 eV

---

A cluster of 2 separate species, C19H39B2BrNO5 in total at a distorted geometry, computed with wB97M-V/def2-TZVPD.

Geometry as XYZ:
```
67
Properties=species:S:1:pos:R:3:forces:R:3
C -1.507 5.656 0.277 -0.0679 -0.1555 0.0856
C -1.920 6.194 1.719 0.0471 0.5385 -0.6976
O -3.247 5.807 2.098 0.9075 -0.4192 0.5687
B -3.216 4.593 2.892 0.1639 0.5463 0.1601
O -3.059 4.784 4.317 0.6021 0.5475 -0.9475
B -3.327 3.088 2.136 -1.2086 -0.4345 0.6036
C -3.471 1.924 3.298 0.6718 -0.7065 0.5006
C -2.028 1.459 3.805 -0.7517 -0.0499 1.1336
C -1.515 0.090 3.211 -0.0599 0.2550 0.5919
C -1.845 -0.192 1.701 0.1242 -0.8128 -0.1475
N -0.744 0.110 0.754 2.4297 0.1700 -1.9520
C -0.456 1.292 0.071 1.2392 1.6520 -1.8298
C 0.691 1.248 -0.837 -1.8195 -3.9900 2.9428
C 1.135 -0.187 -0.647 -1.7158 0.8581 1.0476
C 0.238 -0.828 0.328 1.3909 1.5267 -1.7262
C -4.622 3.050 1.079 0.1321 0.0393 -0.3062
C -4.281 2.271 -0.266 -0.3256 1.9479 -0.2508
C -4.464 3.196 -1.571 0.3736 -0.4868 0.0461
Br -5.513 0.693 -0.485 0.5402 0.1250 0.0719
H -1.733 6.393 -0.547 0.2534 -0.5965 0.9493
H -2.073 4.712 0.020 0.6551 0.9623 0.5415
H -0.400 5.423 0.274 -1.1581 0.2657 -0.1398
H -1.142 5.865 2.465 -0.7357 0.1898 -0.5548
H -1.905 7.327 1.710 0.1100 -1.1672 0.0258
H -2.175 4.510 4.612 -0.6423 -0.2104 -0.0895
H -2.283 2.934 1.552 0.3596 0.0070 -0.3186
H -4.052 1.014 2.944 0.6056 0.7586 0.4162
H -4.021 2.321 4.207 0.4614 -0.4527 -0.9935
H -1.260 2.293 3.719 -0.8475 -0.9381 -0.3153
H -2.140 1.301 4.928 0.4692 0.0040 -1.1481
H -1.994 -0.740 3.820 0.3568 0.9194 -0.7713
H -0.404 -0.002 3.430 -1.1576 -0.0179 -0.6295
H -2.020 -1.309 1.604 0.2369 1.2582 -0.0393
H -2.768 0.297 1.299 0.8020 -0.1976 0.7479
H -1.023 2.251 0.118 0.0628 -1.3702 0.6661
H 1.120 2.021 -1.511 -0.6544 -0.7536 0.8704
H 1.994 -0.640 -1.208 -1.0575 0.1764 0.8757
H 0.283 -1.886 0.693 -0.2762 1.3725 -0.3140
H -4.891 4.118 0.844 0.0232 -1.0597 -0.1910
H -5.510 2.598 1.607 0.8147 0.3639 -0.6476
H -3.224 1.903 -0.278 -1.2050 -0.1594 0.1911
H -3.480 3.266 -2.127 -1.0197 -0.0934 0.5574
H -4.769 4.245 -1.292 0.1748 -1.2290 -0.2516
H -5.210 2.715 -2.265 0.7146 0.7642 0.6570
C 5.321 -5.914 -4.978 -0.0268 0.0278 0.3148
O 5.330 -5.338 -3.688 -0.2194 0.0266 -0.2239
C 5.625 -3.947 -3.716 -0.0053 -0.2777 0.3559
C 4.983 -3.238 -2.533 -0.0666 0.2181 -0.1703
O 3.581 -3.030 -2.683 0.1680 -0.2459 0.0075
C 2.752 -4.184 -2.556 -0.2081 0.2302 0.1222
C 2.652 -4.707 -1.131 0.2240 -0.3421 -0.3183
O 3.818 -5.448 -0.788 0.1518 0.2290 0.1356
C 4.070 -5.439 0.602 -0.0161 -0.0775 -0.2480
H 6.318 -5.873 -5.425 -0.0003 -0.0003 -0.1779
H 5.014 -6.956 -4.880 0.0813 0.0493 0.0706
H 4.595 -5.404 -5.622 0.0942 0.0239 -0.1029
H 5.265 -3.494 -4.647 -0.0147 0.0011 0.0434
H 6.715 -3.838 -3.662 0.0356 0.2247 -0.0624
H 5.417 -2.237 -2.472 -0.0782 -0.0018 -0.0875
H 5.210 -3.736 -1.590 0.0222 -0.2295 -0.1046
H 3.052 -4.963 -3.257 0.1333 -0.1344 0.1843
H 1.755 -3.854 -2.860 0.0620 0.0997 0.0980
H 1.793 -5.385 -1.051 -0.1758 0.1625 0.0081
H 2.513 -3.864 -0.447 -0.0182 0.0470 -0.0022
H 4.176 -4.413 0.969 -0.0918 -0.0025 0.0997
H 5.009 -5.964 0.780 -0.0662 -0.0425 -0.0794
H 3.267 -5.950 1.142 -0.0035 0.0671 0.1478
```
Positions in Å, forces in eV/Å.

Calculated total energy ... -103457.02887 eV
Charge ... -1
Frontier orbital gap ... 6.697 eV
HOMO energy ... -4.46 eV

---

The molecule C5H8O, computed with wB97M-V/def2-TZVPD.

Geometry as XYZ:
```
14
Properties=species:S:1:pos:R:3:forces:R:3
C -0.010 -0.207 1.967 -0.3991 0.4891 -0.1302
O 0.840 -1.172 1.832 0.1714 -0.3145 0.0495
C -0.252 0.163 0.408 0.2645 -0.2434 -0.0439
C 0.592 0.921 -0.428 -0.1421 0.1708 0.0590
C 0.382 0.082 -1.647 -0.0611 0.1147 -0.0677
C -0.589 -0.773 -0.773 -0.1798 -0.0821 0.0180
H 0.343 0.769 2.393 -0.0203 -0.2162 0.0210
H -1.006 -0.429 2.424 0.2264 0.0302 -0.1306
H 1.133 1.837 -0.206 0.0416 -0.0821 -0.0802
H -0.785 1.205 0.199 -0.0521 -0.1126 0.0156
H 1.309 -0.435 -1.929 -0.1340 0.0113 0.0490
H -0.030 0.585 -2.526 0.1198 -0.0899 0.0977
H -0.287 -1.815 -0.646 0.0024 0.3491 0.2105
H -1.641 -0.730 -1.067 0.1623 -0.0244 -0.0677
```
Positions in Å, forces in eV/Å.

Calculated total energy ... -7356.56381 eV
Energy above the lowest of the compared OMol25 structures with the same formula, charge and spin ... 131.2 kcal per mole
Frontier orbital gap (alpha / beta) ... 7.173 / 7.185 eV
HOMO energy (alpha / beta) ... -7.74 / -7.75 eV

---

A structure of composition C18H41N2O2P3V at a distorted geometry, computed with wB97M-V/def2-TZVPD.

Geometry as XYZ:
```
67
Properties=species:S:1:pos:R:3:forces:R:3
V 0.675 1.109 -0.309 0.5299 -2.8155 1.6193
P 0.500 -0.536 1.985 -0.3170 -0.8124 0.0118
P -1.257 -3.399 -1.784 -0.8087 0.6066 0.2925
P 0.782 2.726 1.658 -0.6610 0.5740 -0.0388
H -2.470 -0.793 -3.005 0.7807 0.5628 0.5581
C -1.787 0.071 -3.136 -0.3129 -0.1514 -2.4008
C -0.568 -0.009 -3.722 -0.7832 -0.2655 -0.0241
H 0.040 -0.882 -3.513 -0.0794 -0.3392 -0.7681
C -1.184 -0.894 2.627 -0.1813 0.3004 -0.1803
C 1.004 -2.241 1.554 0.2060 -0.1218 -0.4123
C 1.456 -0.356 3.551 0.3369 0.5561 -0.0437
C -1.881 -3.625 -3.441 0.0668 -0.1357 0.0280
C 0.526 -3.521 -1.741 0.5479 -0.1507 -0.1227
C -2.057 -4.445 -0.571 -0.1274 -0.2941 0.0060
C 0.516 4.363 0.923 0.1311 0.2593 -0.1984
C 2.268 2.948 2.704 0.3947 -0.1296 -0.2276
C -0.594 2.604 2.866 -0.0422 -0.2553 -0.1593
H -2.253 1.061 -2.996 -0.2665 -0.7846 -0.9629
H -0.170 0.734 -4.420 0.0580 0.1431 0.7763
H -1.107 -1.437 3.583 -0.0381 0.1642 -0.3690
H -1.731 -1.503 1.896 0.1218 0.1520 0.1662
H -1.744 0.036 2.776 0.0607 -0.2941 0.1052
H 1.104 -2.844 2.467 -0.1556 0.1615 -0.2807
H 1.964 -2.245 1.019 -0.2740 -0.0674 0.2312
H 0.242 -2.682 0.900 0.1526 0.0893 0.1776
H 0.779 -0.259 4.409 0.1723 0.0191 -0.2514
H 2.120 0.513 3.519 -0.1140 -0.2556 0.1562
H 2.078 -1.248 3.696 -0.1834 0.2321 -0.0299
H -1.758 -4.678 -3.713 -0.1133 0.1972 -0.1781
H -1.309 -2.978 -4.116 -0.1201 -0.1696 0.0058
H -2.936 -3.330 -3.463 0.1687 -0.2059 -0.0669
H 0.849 -4.214 -2.531 -0.0701 0.1563 0.1463
H 0.881 -3.915 -0.783 -0.1737 0.0711 -0.2008
H 0.984 -2.541 -1.916 -0.1435 -0.1486 -0.0174
H -2.368 -5.385 -1.042 0.0607 0.0783 0.2854
H -2.942 -3.896 -0.215 0.2226 -0.3573 -0.0728
H -1.377 -4.646 0.270 -0.2771 -0.0036 -0.2444
H 0.949 5.127 1.578 -0.2122 -0.0293 -0.1763
H -0.555 4.553 0.781 0.2488 -0.0723 0.0269
H 1.006 4.403 -0.057 -0.0575 0.2061 0.2076
H 2.562 4.003 2.660 0.0107 -0.2768 0.0242
H 3.098 2.331 2.336 -0.1247 0.2394 0.2860
H 2.066 2.686 3.750 0.0019 0.0403 -0.2920
H -0.809 3.608 3.256 0.1049 -0.2338 -0.0700
H -0.331 1.946 3.705 -0.0832 0.1571 -0.2333
H -1.488 2.214 2.362 0.1524 0.2033 0.1693
C -1.515 1.064 -0.928 -0.1639 -0.2102 -1.5003
C -2.802 1.449 -0.461 0.6915 0.1833 -0.0598
C -3.260 2.710 -0.730 -0.0944 0.3234 0.5880
C -2.438 3.673 -1.343 0.4294 0.8297 -0.6833
C -1.171 3.370 -1.811 0.2193 -0.2300 -0.0014
C -0.671 2.058 -1.628 -0.8012 0.3982 1.4138
O -1.231 -0.227 -1.119 1.8524 2.2936 2.5231
H -1.714 -2.121 -1.399 0.6242 -0.3445 -0.1231
H -3.420 0.685 -0.018 -0.1294 -0.0809 0.0235
H -4.270 3.006 -0.439 0.2592 -0.1581 -0.1002
H -2.830 4.684 -1.491 0.1211 -0.3982 0.0021
H -0.511 4.051 -2.375 -0.7584 -0.0340 0.4335
H 0.194 1.766 -2.288 -0.5271 -0.4109 0.2704
N 4.043 -1.718 -0.296 -0.7357 0.9835 -0.2676
C 3.479 -0.470 -0.241 1.7256 -0.8464 0.9777
N 4.260 0.433 0.413 -1.1407 -0.0679 -0.3079
O 2.328 -0.251 -0.686 -0.7415 1.2547 -0.1409
H 4.980 -1.815 0.068 -0.0521 -0.3009 -0.3422
H 3.725 -2.369 -1.003 0.1167 0.1056 0.2307
H 3.938 1.388 0.568 0.3811 -0.6198 -0.0820
H 5.111 0.098 0.849 -0.0859 0.5306 -0.1116
```
Positions in Å, forces in eV/Å.

<S²> ... 2.276
Calculated total energy ... -79933.36758 eV
Charge ... +3
Energy above the lowest of the compared OMol25 structures with the same formula, charge and spin ... 25.9 kcal per mole
Frontier orbital gap (alpha / beta) ... 5.675 / 7.345 eV
Multiplicity ... 3
HOMO energy (alpha / beta) ... -16.29 / -16.61 eV

---

Q: Which value of calculated total energy does entry 3 give?
A: -7356.56381 eV